{"formula": "C4H12", "method": "ωB97M-V/def2-TZVPD", "e_lumo_ev": 1.17, "smiles": "CC.CC", "e_tot_ev": -4342.3774, "gap_ev": 12.911, "species": ["C", "C", "H", "H", "H", "H", "H", "H", "C", "C", "H", "H", "H", "H", "H", "H"], "positions_angstrom": [[1.60834, -0.43029, -1.50692], [1.32972, 1.02121, -1.17144], [2.63906, -0.53490, -1.82298], [1.44407, -1.10632, -0.66452], [0.98872, -0.70219, -2.35550], [0.35401, 1.18402, -0.72588], [1.42359, 1.69750, -2.01510], [1.98255, 1.48010, -0.42265], [-1.32995, 0.35535, 1.64780], [-1.62446, -1.04084, 1.07953], [-0.27086, 0.58205, 1.74751], [-1.67672, 1.08215, 0.91079], [-1.77998, 0.53044, 2.62477], [-2.58726, -0.99348, 0.59224], [-1.59663, -1.86339, 1.79635], [-0.90417, -1.26141, 0.28598]], "forces_ev_per_a": [[0.15, 0.42, -0.04], [0.05, 0.84, 0.81], [0.26, -0.16, -0.06], [-0.11, 0.09, -0.14], [-0.16, -0.37, 0.02], [-0.44, -0.18, -0.23], [-0.12, -0.15, -0.40], [0.36, -0.48, 0.04], [0.20, -0.10, -0.23], [0.55, 0.41, -0.20], [0.22, -0.32, 0.13], [-0.25, 0.17, 0.29], [-0.22, 0.07, -0.16], [-0.42, -0.33, 0.03], [-0.04, 0.20, 0.04], [-0.03, -0.09, 0.08]], "lowdin_charge": [-0.164, -0.178, 0.058, 0.057, 0.063, 0.039, 0.061, 0.064, -0.173, -0.158, 0.051, 0.058, 0.059, 0.055, 0.063, 0.045]}

---

{"formula": "C4H11N2", "method": "ωB97M-V/def2-TZVPD", "charge": 1, "e_lumo_ev": -3.76, "e_tot_ev": -7296.5713, "gap_ev": 9.778, "species": ["C", "C", "C", "C", "N", "N", "H", "H", "H", "H", "H", "H", "H", "H", "H", "H", "H"], "positions_angstrom": [[1.73791, -1.36956, -0.16808], [0.18812, 1.05589, -1.19534], [0.81287, -0.43877, -0.87696], [-0.34546, -1.13422, -1.73796], [-0.52116, 1.64253, -0.32026], [-0.22334, 0.87077, 2.09444], [2.45737, -1.01551, 0.64494], [1.62915, -2.42816, -0.33820], [0.23336, 1.35481, -2.23478], [-0.05862, -1.92217, -2.36581], [-0.78601, -0.37122, -2.39878], [-1.05138, -1.67978, -1.11059], [-0.43527, 1.41948, 0.89848], [-1.09520, 2.55387, -0.39789], [-0.95174, 0.45876, 2.80909], [0.22735, 1.68108, 2.73567], [0.48576, 0.13935, 1.84944]], "forces_ev_per_a": [[-2.60, 5.87, -0.89], [1.54, -1.78, 2.08], [-0.05, -3.28, 0.30], [0.77, 0.86, 0.97], [-0.56, 2.27, 1.17], [0.32, 1.23, 3.98], [-0.87, -0.46, -1.58], [-0.16, 0.00, -0.19], [0.19, 0.11, -0.04], [1.27, -0.95, -1.16], [-0.50, -0.69, 0.32], [-0.40, 0.87, 0.33], [-0.43, -1.05, -0.72], [1.32, -1.95, -1.11], [1.62, 0.74, -2.24], [-0.79, -2.58, -1.96], [-0.68, 0.78, 0.75]], "lowdin_charge": [0.078, -0.073, -0.156, -0.080, 0.107, 0.048, 0.073, 0.055, 0.132, 0.062, 0.070, 0.093, 0.043, 0.178, 0.144, 0.159, 0.066]}

---

no.,HOMO level (eV)
1,-11.74
2,-13.54